# C6H6O4

A cluster of 2 separate species, C6H6O4 in total (ωB97M-V/def2-TZVPD, OMol25).

Values from the calculation:
SMILES string: O=CC#C[C@@]1(C=O)CO1.O
ΔE to the lowest compared entry with this formula, charge and spin: 5.237 eV
Total energy: -533.02055 a.u.
Maximum force: 3.73 eV Å⁻¹

Geometry (Å):
1 O -3.221 -3.124 0.340
2 C -3.704 -2.077 0.706
3 C -2.960 -0.833 0.712
4 C -2.251 0.143 0.830
5 C -1.302 1.229 0.949
6 C -1.864 2.633 0.977
7 O -3.009 2.873 1.252
8 C -0.047 1.020 1.732
9 O -0.093 1.108 0.218
10 H -4.707 -2.029 1.178
11 H -1.110 3.419 0.762
12 H 0.453 1.896 2.153
13 H -0.080 0.189 2.441
14 O 0.729 -1.340 0.440
15 H 0.380 -0.478 -0.083
16 H -0.058 -1.841 0.673


# C5H6N2O2S

A structure of composition C5H6N2O2S (ωB97M-V/def2-TZVPD, OMol25).

Values from the calculation:
ΔE to the lowest compared entry with this formula, charge and spin: 3.050 eV
Total energy: -852.24061 a.u.
Maximum force: 11.64 eV Å⁻¹

Geometry (Å):
1 C -0.200 2.499 0.129
2 C 0.636 1.248 0.013
3 C 1.138 -1.053 0.097
4 C 0.007 -0.059 -0.042
5 C -1.419 -0.400 -0.157
6 H 0.676 3.252 0.043
7 H -0.886 2.598 -0.733
8 H -0.857 2.513 0.974
9 H 0.134 -2.950 -0.149
10 H 1.861 -3.139 -0.282
11 H -2.693 -1.795 0.006
12 N 1.996 1.266 0.036
13 N 0.993 -2.313 0.165
14 O -1.657 -1.710 0.113
15 O -2.375 0.390 -0.124
16 S 2.647 -0.347 -0.087


# C5H11N

An isolated molecule of C5H11N (ωB97M-V/def2-TZVPD, OMol25).

Values from the calculation:
SMILES string: CCN1C[C@H]1C
ΔE to the lowest compared entry with this formula, charge and spin: 1.129 eV
Total energy: -251.82103 a.u.
Maximum force: 0.25 eV Å⁻¹

Geometry (Å):
1 C 2.048 0.629 0.558
2 C 1.172 0.647 -0.692
3 N 0.115 -0.356 -0.675
4 C -1.146 0.033 -1.287
5 C -1.026 -0.110 0.186
6 C -1.560 -1.286 0.968
7 H 2.634 1.555 0.599
8 H 1.444 0.581 1.471
9 H 2.747 -0.212 0.569
10 H 0.754 1.662 -0.814
11 H 1.791 0.450 -1.576
12 H -1.228 1.054 -1.668
13 H -1.653 -0.715 -1.895
14 H -1.026 0.838 0.732
15 H -2.583 -1.107 1.315
16 H -0.930 -1.466 1.847
17 H -1.553 -2.196 0.360


# C38H40N2P2Y

A structure of composition C38H40N2P2Y (ωB97M-V/def2-TZVPD, OMol25).

Values from the calculation:
Total charge: +1
ΔE to the lowest compared entry with this formula, charge and spin: 0.000 eV
Total energy: -2302.48804 a.u.
Maximum force: 0.45 eV Å⁻¹

Geometry (Å):
1 Y -0.384 0.001 -0.030
2 C 2.919 -2.406 1.325
3 P 1.790 -1.024 1.700
4 C 1.123 -1.485 3.328
5 C 2.884 0.403 2.018
6 C 3.542 0.524 3.239
7 C 4.358 1.610 3.510
8 C 4.527 2.596 2.553
9 C 3.887 2.486 1.329
10 C 3.064 1.398 1.044
11 P 2.250 1.266 -0.587
12 C 3.441 0.308 -1.587
13 C 2.370 2.918 -1.339
14 H 3.648 -2.534 2.127
15 H 3.451 -2.237 0.391
16 H 2.336 -3.322 1.222
17 H 1.900 -1.777 4.034
18 H 0.450 -2.333 3.192
19 H 0.546 -0.654 3.732
20 H 3.413 -0.234 4.001
21 H 4.854 1.688 4.467
22 H 5.154 3.453 2.755
23 H 4.028 3.269 0.597
24 H 4.435 0.755 -1.549
25 H 3.102 0.277 -2.624
26 H 3.502 -0.717 -1.223
27 H 3.403 3.232 -1.489
28 H 1.851 3.651 -0.724
29 H 1.885 2.877 -2.315
30 C 1.247 -3.693 -4.121
31 C 1.725 -2.601 -3.367
32 C 0.930 -2.043 -2.405
33 C -0.377 -2.522 -2.133
34 C -1.180 -1.917 -1.109
35 C -2.435 -2.458 -0.920
36 C -2.919 -3.555 -1.672
37 C -2.140 -4.125 -2.635
38 C -0.841 -3.623 -2.894
39 C -0.003 -4.190 -3.885
40 H 1.875 -4.138 -4.881
41 H 2.722 -2.219 -3.551
42 H 1.329 -1.216 -1.818
43 H -3.098 -2.046 -0.162
44 H -3.911 -3.945 -1.480
45 H -2.500 -4.967 -3.213
46 H -0.371 -5.032 -4.459
47 C -3.972 3.807 -4.241
48 C -3.099 3.019 -3.316
49 C -2.007 2.294 -3.783
50 C -1.249 1.556 -2.897
51 N -1.503 1.513 -1.583
52 C -2.555 2.210 -1.125
53 C -3.365 2.962 -1.950
54 H -3.496 3.963 -5.206
55 H -4.222 4.776 -3.810
56 H -4.910 3.274 -4.408
57 H -1.752 2.293 -4.834
58 H -0.413 0.959 -3.248
59 H -2.739 2.152 -0.058
60 H -4.201 3.500 -1.523
61 C 1.085 4.238 3.162
62 C 0.671 3.257 4.059
63 C -0.096 2.191 3.632
64 C -0.481 2.075 2.288
65 C -0.080 3.079 1.402
66 C 0.701 4.145 1.837
67 N -1.146 0.937 1.806
68 C -2.230 0.409 2.513
69 C -2.472 -0.967 2.419
70 C -3.607 -1.534 2.978
71 C -4.508 -0.745 3.676
72 C -4.262 0.617 3.801
73 C -3.145 1.195 3.224
74 H 1.683 5.072 3.505
75 H 0.954 3.326 5.101
76 H -0.418 1.436 4.340
77 H -0.412 3.050 0.369
78 H 0.987 4.922 1.138
79 H -1.754 -1.616 1.918
80 H -3.775 -2.599 2.882
81 H -5.387 -1.185 4.126
82 H -4.956 1.240 4.350
83 H -2.972 2.261 3.319